i:
ORCA calculation (ωB97M-V/def2-TZVPD) on C5H7NO4 in the gas phase.

Results
LUMO level = 0.46 eV
SMILES string = [H]/N=C(\O)[C@@H]1O[C@@H]1C(=O)CO
HOMO = -10.5 eV
Kohn-Sham gap = 11.004 eV

ORCA input file:
```
! wB97M-V def2-TZVPD RIJCOSX def2/J DEFGRID3
* xyz 0 1
H 2.572 -0.688 -1.980
N 1.598 -1.071 -1.734
C 0.828 -0.080 -1.867
O 1.460 1.114 -2.254
C -0.625 -0.104 -1.517
O -1.222 1.110 -1.133
C -1.196 0.093 -0.160
C -0.341 0.344 1.047
O 0.446 1.268 1.099
C -0.517 -0.582 2.216
O 0.532 -0.486 3.125
H 0.866 1.870 -2.088
H -1.207 -0.732 -2.197
H -2.155 -0.396 0.041
H -0.609 -1.610 1.819
H -1.488 -0.343 2.687
H 1.057 0.292 2.896
*
```

---

ii:
ORCA calculation (ωB97M-V/def2-TZVPD) on C5H7NO4 in the gas phase.

Results
LUMO level = 0.30 eV
SMILES string = O=C[C@H]1[C@@H](CO)N1C(=O)O
HOMO = -9.5 eV
Kohn-Sham gap = 9.843 eV

ORCA input file:
```
! wB97M-V def2-TZVPD RIJCOSX def2/J DEFGRID3
* xyz 0 1
O 3.056 -1.267 1.109
C 3.016 -1.690 -0.020
C 2.161 -1.141 -1.114
C 0.675 -0.959 -0.867
C -0.008 -1.100 0.470
O -1.270 -0.260 0.390
N 1.569 0.156 -1.039
C 1.718 1.242 -0.194
O 2.650 1.402 0.579
O 0.618 1.943 0.001
H 3.597 -2.591 -0.308
H 2.453 -1.475 -2.113
H 0.033 -1.145 -1.731
H -0.350 -2.138 0.581
H 0.636 -0.928 1.341
H -1.745 -0.335 1.222
H -0.223 1.323 0.188
*
```

---

The structure with the greatest stability is i.